ORCA calculation (ωB97M-V/def2-TZVPD) on the molecule C11H14O2 at a distorted geometry.

The SMILES is CC(C)c1cc2c(cc1O)CCO2. The HOMO-LUMO gap is 8.43 eV. Its HOMO energy is -0.281 Ha. As for the energy above the lowest of the compared OMol25 structures with the same formula, charge and spin: 262.68 kJ/mol.

Element x y z (Å)
1 C 1.35 1.39 3.02
2 C 1.49 0.24 2.01
3 C 2.83 0.54 1.49
4 C 0.52 0.10 0.82
5 C 0.93 0.15 -0.50
6 C 0.00 -0.16 -1.47
7 C -0.83 -0.25 -3.45
8 C -2.05 -0.38 -2.55
9 C -1.40 -0.15 -1.21
10 C -1.84 -0.33 0.14
11 C -0.89 -0.21 1.15
12 H 1.41 2.37 2.56
13 H 0.62 1.36 3.78
14 H 2.33 1.41 3.72
15 H 1.45 -0.69 2.68
16 H 3.02 1.28 0.67
17 H 3.58 0.96 2.20
18 H 3.42 -0.39 1.27
19 H 1.93 0.30 -0.75
20 H -0.88 -0.72 -4.47
21 H -0.68 0.77 -3.71
22 H -2.78 0.30 -2.98
23 H -2.59 -1.29 -2.60
24 H -2.81 -0.35 0.58
25 H -0.58 -0.52 2.92
26 O 0.31 -0.66 -2.70
27 O -1.31 -0.64 2.38

Calculated atomic charges, method natural (NBO), unit e:
1 C -0.594
2 C -0.289
3 C -0.628
4 C -0.050
5 C -0.252
6 C 0.268
7 C -0.064
8 C -0.458
9 C -0.056
10 C -0.259
11 C 0.301
12 H 0.214
13 H 0.205
14 H 0.201
15 H 0.207
16 H 0.226
17 H 0.218
18 H 0.219
19 H 0.230
20 H 0.195
21 H 0.166
22 H 0.223
23 H 0.217
24 H 0.229
25 H 0.472
26 O -0.481
27 O -0.658



ORCA calculation (ωB97M-V/def2-TZVPD) on a cluster of 2 separate species, C2H7N3O2 in total at a distorted geometry.

The HOMO-LUMO gap (spin up / spin down) is 6.67 / 8.10 eV. As for the spin multiplicity: 3. Its expectation value of S² is 2.01. Its HOMO energy (spin up / spin down) is -0.212 / -0.373 Ha. As for the energy above the lowest of the compared OMol25 structures with the same formula, charge and spin: 517.36 kJ/mol.

Element x y z (Å)
1 C -0.24 0.12 -2.08
2 C 0.80 1.18 2.28
3 N 1.88 1.83 2.16
4 N 0.10 -0.75 -0.95
5 N -0.44 -1.87 -0.83
6 O -1.21 -2.48 -1.60
7 O 0.10 -2.66 0.23
8 H -1.25 0.30 -1.96
9 H 0.35 0.94 -2.19
10 H -0.12 -0.60 -3.03
11 H 0.77 0.10 2.26
12 H -0.07 1.67 2.14
13 H 1.80 2.83 2.33
14 H -0.57 -3.15 0.64

Calculated atomic charges, method natural (NBO), unit e:
1 C -0.435
2 C -0.431
3 N -0.343
4 N -0.207
5 N 0.527
6 O -0.472
7 O -0.534
8 H 0.215
9 H 0.214
10 H 0.207
11 H 0.214
12 H 0.208
13 H 0.353
14 H 0.483



ORCA calculation (ωB97M-V/def2-TZVPD) on a cluster of 3 separate species, C3H10NO in total at a distorted geometry.

As for the charge: +2. The HOMO-LUMO gap (spin up / spin down) is 9.37 / 7.18 eV. As for the spin multiplicity: 2. Its expectation value of S² is 1.76. Its HOMO energy (spin up / spin down) is -0.801 / -0.752 Ha. As for the energy above the lowest of the compared OMol25 structures with the same formula, charge and spin: 675.79 kJ/mol.

Element x y z (Å)
1 C 0.72 2.22 -0.58
2 C 0.59 0.85 -0.38
3 C 1.54 -0.12 -0.93
4 O -1.20 -1.38 -0.64
5 N -1.47 -0.94 2.04
6 H 1.52 2.64 -1.20
7 H -0.01 2.91 -0.14
8 H -0.27 0.41 0.11
9 H 1.00 -0.91 -1.47
10 H 2.08 -0.63 -0.12
11 H 2.24 0.31 -1.64
12 H -1.80 -1.97 -1.16
13 H -2.35 -0.55 2.38
14 H -1.12 -1.62 2.73
15 H -1.47 -1.24 1.01

Calculated atomic charges, method natural (NBO), unit e:
1 C 0.000
2 C 0.143
3 C -0.733
4 O -0.405
5 N -0.348
6 H 0.250
7 H 0.238
8 H 0.194
9 H 0.306
10 H 0.321
11 H 0.278
12 H 0.490
13 H 0.422
14 H 0.429
15 H 0.415



ORCA calculation (ωB97M-V/def2-TZVPD) on the molecule C6H12 at a distorted geometry.

The SMILES is CC(C)=C(C)C. The HOMO-LUMO gap is 9.42 eV. Its HOMO energy is -0.307 Ha. As for the energy above the lowest of the compared OMol25 structures with the same formula, charge and spin: 97.50 kJ/mol.

Element x y z (Å)
1 C -1.40 1.33 -0.01
2 C -0.68 0.01 0.00
3 C -1.49 -1.27 0.02
4 C 0.67 -0.03 0.01
5 C 1.48 1.26 0.02
6 C 1.42 -1.33 -0.01
7 H -1.10 1.98 -0.86
8 H -2.48 1.20 -0.06
9 H -1.17 1.93 0.89
10 H -2.56 -1.09 0.05
11 H -1.23 -1.92 0.87
12 H -1.30 -1.84 -0.90
13 H 1.52 1.70 1.09
14 H 2.55 1.07 -0.40
15 H 0.97 2.05 -0.67
16 H 2.51 -1.19 0.05
17 H 1.12 -1.96 0.83
18 H 1.17 -1.89 -0.93

Calculated atomic charges, method natural (NBO), unit e:
1 C -0.642
2 C -0.005
3 C -0.642
4 C -0.006
5 C -0.646
6 C -0.645
7 H 0.215
8 H 0.213
9 H 0.216
10 H 0.212
11 H 0.216
12 H 0.215
13 H 0.221
14 H 0.215
15 H 0.217
16 H 0.214
17 H 0.216
18 H 0.218



ORCA calculation (ωB97M-V/def2-TZVPD) on a cluster of 2 separate species, C5H11NO in total at a distorted geometry.

The SMILES is C=C(N)/C=C/C.O. The HOMO-LUMO gap is 9.25 eV. Its HOMO energy is -0.309 Ha. As for the energy above the lowest of the compared OMol25 structures with the same formula, charge and spin: 214.07 kJ/mol.

Element x y z (Å)
1 N 0.52 -0.09 -2.08
2 C 0.70 -0.42 -0.70
3 C 1.75 -1.13 -0.28
4 C -2.86 0.18 0.69
5 C -1.67 -0.04 -0.21
6 C -0.42 -0.10 0.21
7 H 1.27 0.44 -2.49
8 H 0.26 -0.87 -2.67
9 H 2.47 -1.65 -0.89
10 H 1.76 -1.31 0.79
11 H -2.61 0.89 1.46
12 H -3.71 0.52 0.11
13 H -3.15 -0.75 1.17
14 H -1.86 -0.16 -1.27
15 H -0.15 0.08 1.24
16 H 2.31 0.89 2.10
17 H 3.15 1.81 1.27
18 O 2.24 1.69 1.56

Calculated atomic charges, method natural (NBO), unit e:
1 N -0.886
2 C 0.161
3 C -0.425
4 C -0.645
5 C -0.149
6 C -0.244
7 H 0.379
8 H 0.373
9 H 0.204
10 H 0.180
11 H 0.216
12 H 0.213
13 H 0.216
14 H 0.203
15 H 0.201
16 H 0.463
17 H 0.467
18 O -0.928



ORCA calculation (ωB97M-V/def2-TZVPD) on a structure of composition C16H22N2O3Zr at a distorted geometry.

As for the charge: +4. The HOMO-LUMO gap is 7.14 eV. Its HOMO energy is -0.823 Ha.

Element x y z (Å)
1 Zr -0.03 0.21 -0.20
2 C 1.70 2.09 1.69
3 O 0.43 1.75 1.06
4 C -0.72 1.94 1.94
5 C -1.94 2.08 1.03
6 O -1.94 0.98 0.07
7 C -2.90 -0.10 0.23
8 C -2.26 -1.27 0.99
9 O -0.93 -1.48 0.41
10 C -0.52 -2.88 0.37
11 H 1.72 3.15 1.95
12 H 1.85 1.50 2.60
13 H 2.50 1.91 0.95
14 H -0.79 1.07 2.64
15 H -0.60 2.86 2.54
16 H -2.87 2.11 1.62
17 H -1.89 3.01 0.45
18 H -3.81 0.26 0.73
19 H -3.18 -0.41 -0.78
20 H -2.16 -1.09 2.08
21 H -2.89 -2.16 0.85
22 H -1.22 -3.46 -0.24
23 H 0.48 -2.94 -0.08
24 H -0.50 -3.30 1.38
25 C -0.36 0.85 -4.56
26 C 0.95 0.60 -4.96
27 C 1.90 0.25 -4.01
28 C 1.53 0.16 -2.67
29 N 0.24 0.42 -2.27
30 C -0.67 0.75 -3.21
31 C 2.49 -0.24 -1.60
32 C 3.86 -0.36 -1.80
33 C 4.67 -0.86 -0.78
34 C 4.09 -1.23 0.44
35 C 2.73 -1.03 0.61
36 N 1.93 -0.54 -0.38
37 H -1.13 1.11 -5.28
38 H 1.23 0.66 -6.01
39 H 2.91 0.03 -4.32
40 H -1.69 0.95 -2.86
41 H 4.32 -0.07 -2.73
42 H 5.74 -0.95 -0.93
43 H 4.70 -1.64 1.23
44 H 2.24 -1.27 1.56

Calculated atomic charges, method natural (NBO), unit e:
1 Zr 2.752
2 C -0.276
3 O -0.659
4 C -0.136
5 C -0.122
6 O -0.646
7 C -0.123
8 C -0.126
9 O -0.676
10 C -0.274
11 H 0.276
12 H 0.240
13 H 0.235
14 H 0.230
15 H 0.307
16 H 0.288
17 H 0.274
18 H 0.294
19 H 0.258
20 H 0.248
21 H 0.296
22 H 0.263
23 H 0.235
24 H 0.262
25 C -0.184
26 C -0.010
27 C -0.160
28 C 0.169
29 N -0.725
30 C 0.103
31 C 0.191
32 C -0.172
33 C -0.010
34 C -0.189
35 C 0.079
36 N -0.753
37 H 0.303
38 H 0.298
39 H 0.279
40 H 0.242
41 H 0.281
42 H 0.298
43 H 0.302
44 H 0.239



We obtain total energy values of -15726.6451; -10743.1828; -6784.9850; -6415.9302; -8899.4787; -27308.7554 eV for the records listed above, in that order.